# 1
This record from OMol25 describes 2 unconnected molecules or ions with the total composition FH2ISi in a non-equilibrium geometry. The level of theory is ωB97M-V/def2-TZVPD.

Geometry as XYZ:
```
5
Properties=species:S:1:pos:R:3:forces:R:3
F 1.5315 -2.4335 -0.2108 0.052 -0.246 -0.038
Si 1.3069 -0.9283 0.2746 -0.025 0.286 -1.038
I 3.3974 0.2706 -0.0615 -0.066 -0.043 0.198
H 0.8115 -1.0284 1.6276 -0.008 0.053 0.830
H -0.9836 1.1608 -1.8402 0.048 -0.050 0.048
```
Positions in Å, forces in eV/Å.

For the frontier orbital gap (spin up / spin down), the calculation gives 0.309 / 0.328 hartree. As for the HOMO energy (spin up / spin down): -0.30437 / -0.37925 Eh.

***

# 2
This record from OMol25 describes 2 unconnected molecules or ions with the total composition C16H38BO4Si in a non-equilibrium geometry. The level of theory is ωB97M-V/def2-TZVPD.

Geometry as XYZ:
```
60
Properties=species:S:1:pos:R:3:forces:R:3
C 0.2604 5.1651 1.9958 1.134 -0.716 -0.259
C 1.3701 4.3242 1.2437 -0.937 1.154 0.519
O 0.8892 4.0996 -0.0782 0.795 -0.885 0.627
C 1.1628 2.7831 -0.5570 0.380 -0.498 -0.914
C 1.8883 2.8235 -1.9523 -1.638 0.200 0.166
C 1.3270 1.7077 -2.8973 0.829 0.329 -0.491
C 2.1871 0.4116 -2.9576 0.387 0.603 0.372
C 2.3460 -0.3599 -1.6049 0.120 -0.278 -0.804
Si 0.7222 -0.8900 -0.7440 -0.072 0.071 -0.324
C -0.7554 -1.1372 -1.9182 -0.632 0.173 -0.322
C -2.0548 -1.6364 -1.1647 0.190 1.231 -0.685
C -3.0639 -0.4435 -0.9071 -0.199 -1.342 0.995
C -3.4636 -0.4193 0.6072 -0.577 1.026 -0.339
C -4.7734 0.4175 0.8724 0.848 -1.007 -0.014
O -4.4438 1.5173 1.7136 -0.792 -0.380 0.124
C -5.4838 1.8178 2.6256 0.349 0.898 0.458
B 1.0349 -2.6122 0.1900 -0.224 -2.234 0.133
O 0.6472 -3.7540 -0.5445 0.728 1.382 1.003
C 1.6377 -2.7421 1.6708 0.475 -0.387 -0.293
C 2.7372 -1.6854 2.0331 -0.596 -0.567 0.132
H -0.4559 5.5142 1.2369 0.278 0.061 0.440
H 0.7559 5.9995 2.5280 -0.602 -0.326 -0.148
H -0.2385 4.4780 2.7031 0.016 0.631 -0.240
H 2.3236 4.8893 1.1906 -0.355 -0.320 0.094
H 1.5187 3.3983 1.8275 0.109 0.204 -0.579
H 1.7871 2.1719 0.1226 -0.348 0.521 0.063
H 0.1858 2.2596 -0.6297 0.560 0.240 -0.176
H 1.5758 3.7962 -2.3913 0.350 -0.459 0.239
H 2.9870 2.8292 -1.8543 -0.422 -0.160 -0.045
H 0.2671 1.5464 -2.6317 0.487 -0.214 -0.077
H 1.3174 2.1253 -3.9298 -0.032 -0.263 0.525
H 1.8413 -0.2365 -3.7890 -0.053 0.154 0.667
H 3.2086 0.7396 -3.2630 -0.544 -0.162 0.044
H 2.8924 -1.3020 -1.8453 -0.301 0.492 0.230
H 3.0180 0.1811 -0.9022 -0.503 -0.142 -0.371
H 0.3750 0.1336 0.2714 -0.184 0.197 0.020
H -1.0720 -0.2156 -2.4565 0.443 -0.446 0.233
H -0.4680 -1.8504 -2.7215 -0.070 0.235 0.594
H -1.8298 -2.0612 -0.1719 0.056 -0.272 -0.638
H -2.5379 -2.3663 -1.8387 0.149 0.043 0.732
H -2.6454 0.5319 -1.2124 -0.274 -0.408 0.103
H -4.0066 -0.6588 -1.4536 0.585 0.384 -0.022
H -2.6742 0.0600 1.2158 -0.235 -0.326 -0.303
H -3.6285 -1.4328 1.0129 0.213 0.304 -0.413
H -5.4877 -0.2542 1.3959 0.152 0.475 -0.262
H -5.2314 0.7350 -0.0871 0.157 0.088 0.471
H -5.0237 2.4361 3.4237 -0.280 -0.294 -0.402
H -5.9031 0.9155 3.1092 0.090 0.268 -0.350
H -6.2846 2.4347 2.1627 0.220 -0.499 0.135
H 0.9598 -4.5827 -0.1225 0.056 -0.081 0.251
H 0.7720 -2.7208 2.3774 0.519 0.212 -0.303
H 2.0914 -3.7572 1.8114 -0.439 0.432 -0.236
H 2.3264 -0.6585 2.0862 0.293 -0.386 -0.034
H 3.1664 -1.9717 3.0118 -0.086 0.411 -0.405
H 3.5492 -1.7318 1.2852 -0.316 0.148 0.315
C 3.2546 -6.1555 0.2058 0.474 -0.025 -0.472
O 2.3096 -6.2469 1.1534 -0.399 0.462 -0.132
H 2.9923 -6.5536 -0.8099 -0.258 -0.109 -0.041
H 3.6174 -5.1221 -0.0533 -0.083 0.276 0.139
H 4.2230 -6.6842 0.4059 0.009 -0.118 0.274
```
Positions in Å, forces in eV/Å.

For the frontier orbital gap, the calculation gives 0.190 hartree. The total charge is -1. As for the HOMO energy: -0.09890 Eh.

***

# 3
This record from OMol25 describes a molecular structure, C22H22ClN4O6PtS. The level of theory is ωB97M-V/def2-TZVPD.

Geometry as XYZ:
```
57
Properties=species:S:1:pos:R:3:forces:R:3
Pt -0.8512 0.9092 -0.1090 -0.392 -0.500 -0.182
O -0.9031 -0.5527 -1.5145 0.306 -0.156 0.271
C -1.8751 -0.7095 -2.4058 0.019 0.117 -0.060
C -2.0344 -1.9754 -2.9750 0.009 -0.026 -0.019
C -2.9811 -2.1900 -3.9507 -0.019 -0.029 0.005
C -3.8128 -1.1599 -4.4024 -0.019 -0.033 -0.026
C -3.6770 0.0843 -3.8492 -0.001 0.021 0.051
C -2.7173 0.3347 -2.8472 0.072 -0.033 0.061
C -2.6234 1.6637 -2.3444 0.130 0.029 0.029
N -1.8473 2.0668 -1.4011 -0.043 0.242 0.103
C -1.8385 3.4453 -0.8974 0.016 -0.050 -0.073
C -2.0168 3.3523 0.6121 -0.024 0.004 0.106
N -0.9681 2.4593 1.1179 0.032 0.380 -0.342
C -0.1736 2.7527 2.0840 -0.266 -0.110 0.137
C 0.7809 1.8672 2.6551 0.081 -0.075 -0.093
C 1.6202 2.3658 3.6739 -0.034 0.002 -0.042
C 2.5017 1.5486 4.3255 0.034 -0.017 0.042
C 2.5443 0.1922 3.9756 0.049 -0.020 0.006
C 1.7396 -0.3227 2.9877 -0.022 -0.005 -0.027
C 0.8351 0.4989 2.2912 -0.114 0.054 0.053
O 0.0627 -0.0877 1.3963 0.138 -0.075 -0.248
H -1.4164 -2.7865 -2.6139 0.008 0.024 0.001
H -3.0909 -3.1830 -4.3671 0.009 0.003 0.000
H -4.5491 -1.3474 -5.1704 -0.007 0.002 0.019
H -4.3139 0.8994 -4.1724 0.015 -0.001 -0.006
H -3.2644 2.4146 -2.8034 0.034 0.016 -0.041
H -2.6239 4.0368 -1.3651 -0.055 -0.018 0.015
H -0.8693 3.8906 -1.1323 -0.006 0.054 -0.031
H -2.9773 2.8778 0.8231 -0.018 0.057 0.079
H -1.9783 4.3202 1.1098 0.080 0.047 -0.061
H -0.2908 3.7376 2.5324 -0.009 -0.006 0.037
H 1.5460 3.4138 3.9400 0.003 -0.007 -0.010
H 3.1396 1.9323 5.1085 -0.004 0.005 -0.011
H 3.2233 -0.4680 4.5020 -0.016 -0.005 -0.012
H 1.7616 -1.3748 2.7340 -0.013 -0.008 0.020
C 1.2880 -3.6594 -0.4813 -0.015 0.027 0.053
C 2.0880 -2.4127 -0.3290 0.056 -0.053 -0.064
C 3.3749 -2.3418 0.1497 -0.037 -0.072 -0.019
C 3.9897 -1.0925 0.2381 -0.009 0.142 -0.005
N 3.3319 0.0350 -0.0694 0.130 -0.146 0.018
C 2.0969 -0.0675 -0.5002 0.024 0.179 -0.173
S 1.2641 1.4333 -0.8829 -0.087 0.116 0.150
N 1.5010 -1.2601 -0.6984 -0.038 0.146 0.284
C 5.3884 -0.9480 0.7334 0.008 -0.021 -0.022
H 1.8688 -4.5296 -0.1892 -0.004 0.002 0.007
H 0.9707 -3.7784 -1.5184 -0.008 -0.001 0.005
H 0.3920 -3.5938 0.1417 -0.006 -0.004 -0.030
H 3.8956 -3.2415 0.4444 -0.004 0.007 -0.005
H 0.5132 -1.2491 -1.0185 0.028 -0.125 -0.226
H 6.0410 -1.6956 0.2829 -0.008 0.005 0.005
H 5.4065 -1.1082 1.8146 -0.014 0.016 -0.008
H 5.7598 0.0506 0.5229 0.002 -0.002 0.003
O -1.7882 -1.8134 0.7567 -0.540 -0.156 0.099
Cl -3.0620 -1.1586 0.7826 0.163 -0.621 0.053
O -3.9225 -1.6253 -0.2487 0.002 0.027 0.220
O -3.6566 -1.1677 2.0673 -0.007 -0.039 -0.161
O -2.8019 0.3174 0.4540 0.390 0.693 0.066
```
Positions in Å, forces in eV/Å.

For the frontier orbital gap, the calculation gives 0.267 hartree. The total charge is +1. As for the HOMO energy: -0.41102 Eh.

***

# 4
This record from OMol25 describes a molecular structure, C6H11NS in a non-equilibrium geometry. The level of theory is ωB97M-V/def2-TZVPD.

Geometry as XYZ:
```
19
Properties=species:S:1:pos:R:3:forces:R:3
C -0.4094 -1.7610 -1.7726 -0.511 1.154 -1.841
C -0.0534 -0.7805 -0.6105 -0.249 0.396 -3.955
C -1.1023 0.2749 -0.1595 2.647 -1.242 2.141
C 0.2513 0.8453 0.5368 -1.672 -1.641 -2.026
C 0.3432 -0.0987 1.6454 -2.497 -0.109 6.177
C 1.0262 0.3699 -0.7126 -0.779 -0.794 0.597
H 0.5704 -1.9059 -2.7255 -3.141 0.070 3.490
H -1.2098 -0.9124 -2.3306 1.746 -3.521 0.964
H -0.9005 -2.8410 -1.2158 1.351 3.314 -2.433
H -1.8649 -0.1109 0.5376 -0.008 0.556 -0.613
H -1.3451 0.8123 -0.9916 -1.270 1.726 -1.976
H -0.6355 2.5237 1.3354 4.724 -1.286 -1.045
H 1.2293 1.8326 1.8905 -2.840 2.340 -3.388
H -0.7573 -0.1542 2.2763 2.800 0.955 -1.366
H 1.0388 0.1695 2.6025 -0.741 -0.973 -2.734
H 0.9992 1.1849 -1.4691 -0.510 -0.928 0.209
H 2.0342 0.0400 -0.5614 0.643 -0.182 0.072
N 0.5009 2.1157 0.8946 -1.531 4.683 6.137
S 0.2845 -1.6043 0.8301 1.838 -4.520 1.591
```
Positions in Å, forces in eV/Å.

For the frontier orbital gap, the calculation gives 0.323 hartree. As for the HOMO energy: -0.29886 Eh.